No. 1
Computed, not measured: a structure of composition C37H37F5P2Pb, with wB97M-V/def2-TZVPD.

Structure (XYZ):
```
82
Properties=species:S:1:pos:R:3:forces:R:3
Pb 1.95399 0.77011 1.16493 0.56 -1.07 -0.12
C -0.61790 -3.47931 -1.14983 0.12 0.02 -0.37
C -1.01689 -2.63696 -2.10790 0.25 -0.33 -0.02
C -2.44569 -2.50634 -2.54305 -0.30 -0.17 -0.25
C -3.53048 -2.51753 -1.41982 -0.42 0.06 -0.62
C -3.18321 -2.10334 -0.01869 -0.10 -0.27 0.53
C -2.66989 -2.90861 0.91857 -0.74 0.11 -0.07
C -2.23319 -4.32093 0.68850 0.27 -0.39 0.18
C -1.49198 -4.58061 -0.63839 -0.35 -0.29 0.19
C 1.45637 2.88679 1.81490 -1.17 2.36 0.45
H 0.40503 -3.48079 -0.77696 -0.17 -0.09 -0.45
H -0.29422 -2.07647 -2.71274 -0.06 -0.01 0.57
H -2.71305 -3.33015 -3.23104 0.17 0.36 0.10
H -2.55868 -1.58518 -3.13436 0.05 -0.19 0.08
H -4.31318 -1.81545 -1.75234 0.11 -0.43 0.04
H -3.99718 -3.51851 -1.41554 0.17 0.43 0.19
H -3.57107 -1.11904 0.26093 0.13 -0.35 0.18
H -2.69301 -2.62290 1.97290 0.12 0.12 -0.46
H -3.09948 -5.00630 0.71578 0.20 0.29 0.14
H -1.58936 -4.62589 1.52703 -0.16 0.08 -0.18
H -0.85806 -5.46481 -0.48282 -0.21 0.14 -0.18
H -2.23486 -4.84375 -1.40242 0.30 0.02 0.10
H 2.21431 3.21305 2.54106 -0.10 -0.53 -0.06
H 0.44608 3.08129 2.22768 1.10 0.54 -0.15
H 1.60147 3.45334 0.88236 -0.40 -0.13 0.31
P 1.01905 0.31545 -1.47086 1.12 -0.34 0.34
P -0.83407 1.33395 1.53309 -0.56 -0.08 1.01
C -0.72697 0.18764 -1.10173 -1.88 0.32 1.12
C -1.40443 0.51866 0.05074 0.41 -0.61 -2.04
C 1.12431 1.04877 -3.12908 -0.05 0.49 -0.10
C 0.27917 0.63715 -4.17417 0.24 0.15 0.04
C 0.40182 1.22501 -5.43648 0.02 -0.06 0.17
C 1.34198 2.23545 -5.65493 0.12 -0.02 0.36
C 2.16355 2.67105 -4.60561 -0.15 -0.19 -0.07
C 2.05411 2.08544 -3.34622 -0.21 -0.32 0.08
C 1.94341 -1.29174 -1.49069 0.06 -0.63 0.04
C 2.11556 -2.03431 -0.28851 0.15 0.65 -0.06
C 3.27043 -2.79407 -0.08825 -0.42 -0.02 -0.12
C 4.13124 -3.03212 -1.16279 0.00 0.14 -0.06
C 3.82910 -2.50980 -2.42248 0.05 -0.24 0.17
C 2.76016 -1.62802 -2.58811 -0.20 0.49 0.46
C -2.03686 2.65946 1.79819 0.34 0.12 -0.42
C -2.11497 3.68477 0.83260 0.03 0.03 0.20
C -2.89986 4.80660 1.08282 0.01 -0.22 0.01
C -3.64055 4.88796 2.27111 0.25 -0.17 -0.14
C -3.63340 3.82714 3.18391 0.01 -0.05 -0.18
C -2.84015 2.70551 2.95222 0.36 0.16 0.03
C -0.71525 0.38909 3.10646 -0.09 -0.03 -0.11
C 0.24041 0.65047 4.11831 0.03 -0.24 -0.50
C 0.39700 -0.26557 5.16372 -0.10 0.33 -0.16
C -0.38834 -1.41949 5.20528 -0.09 -0.16 -0.18
C -1.38122 -1.63798 4.24550 -0.02 0.44 0.05
C -1.59406 -0.68870 3.24328 0.23 -0.28 -0.11
H -1.34086 -0.06312 -1.98405 0.11 -0.05 0.69
H -2.50292 0.48940 0.01454 0.51 0.02 -0.05
H -0.46688 -0.13717 -4.00283 0.15 0.08 -0.16
H -0.24001 0.88744 -6.25160 0.18 0.12 0.26
H 1.43623 2.69284 -6.63986 -0.05 -0.14 0.27
H 2.89323 3.46334 -4.76853 -0.21 -0.19 0.02
H 2.68057 2.41680 -2.51653 -0.11 -0.03 -0.34
H 1.33570 -2.01959 0.49087 0.56 0.31 -0.22
H 3.48694 -3.18335 0.91286 -0.19 -0.12 -0.52
H 5.02440 -3.64181 -1.01205 -0.29 0.21 -0.12
H 4.45255 -2.76962 -3.27743 -0.17 0.11 0.20
H 2.57215 -1.17018 -3.55707 0.17 0.01 0.17
H -1.54763 3.59703 -0.09847 -0.11 0.15 0.30
H -2.91924 5.61250 0.34885 -0.08 -0.19 0.27
H -4.22056 5.78537 2.48139 0.09 -0.25 -0.05
H -4.24026 3.87673 4.08669 0.12 -0.02 -0.24
H -2.83076 1.87401 3.65551 0.05 0.29 -0.04
H 0.84987 1.55710 4.07232 -0.07 -0.35 0.07
H 1.14405 -0.07931 5.93847 -0.29 -0.04 -0.25
H -0.23568 -2.15796 5.99441 -0.01 0.25 -0.24
H -1.99113 -2.53807 4.26607 0.02 0.23 0.17
H -2.42596 -0.77231 2.54430 0.32 -0.24 0.12
F 4.58380 1.42714 -0.53066 -1.24 0.70 1.48
C 3.96821 2.28688 0.34945 1.76 1.22 -3.66
F 3.52299 3.35191 -0.41561 0.12 -1.69 1.44
C 5.03999 2.82173 1.31289 1.67 0.68 1.72
F 5.48412 1.82235 2.12492 -0.76 0.98 -0.91
F 6.10718 3.30484 0.62425 -1.53 -0.70 0.57
F 4.55284 3.83560 2.08079 0.25 -1.27 -0.88
```
Forces are in eV/Å.

Summary:
E = -2806.188094 a.u.
energy above the lowest of the compared OMol25 structures with the same formula, charge and spin = 0.546 eV
total charge = +2
highest occupied orbital energy (alpha / beta) = -13.6268 / -13.6271 eV

No. 2
Computed, not measured: a cluster of 7 separate species, C37H37N5O4 in total, with wB97M-V/def2-TZVPD.

Structure (XYZ):
```
83
Properties=species:S:1:pos:R:3:forces:R:3
N 3.50117 -0.59579 3.90772 -0.62 -0.80 0.43
C 4.16666 0.12388 3.00083 1.21 -0.73 -0.48
C 3.68780 1.19849 2.34542 -3.65 2.19 1.65
C 2.31695 1.66884 2.74733 3.03 0.71 -3.38
C 1.65253 0.85542 3.55040 -4.06 -2.01 2.13
C 2.24037 -0.27644 4.13093 0.78 0.10 0.79
H 5.17562 -0.20706 2.72892 -0.25 -0.08 0.41
H 4.30119 1.81471 1.73919 0.38 0.26 -0.71
H 1.83556 2.53981 2.23790 0.62 -0.66 0.69
H 0.52453 0.87936 3.80592 1.88 0.85 -0.59
H 1.67089 -0.83579 4.91480 0.63 0.24 -0.92
N 1.39307 5.18205 1.30667 0.35 2.78 -1.11
C 1.14979 4.97100 -0.06180 -1.43 0.99 3.18
C 0.83529 6.01648 -0.95417 2.56 1.03 3.40
C 1.11011 7.35201 -0.48947 -0.61 -4.58 -0.81
C 1.45933 7.53377 0.79969 0.57 1.73 0.69
C 1.58291 6.52324 1.71213 -1.60 -4.20 -4.27
H 0.84707 3.92961 -0.13616 0.50 0.00 -1.18
H 0.74319 5.84006 -1.95960 -0.86 -0.51 -2.23
H 1.02454 8.09326 -1.18853 -0.21 2.10 -1.36
H 1.63497 8.55087 1.10597 -0.01 0.25 0.37
H 1.48972 6.74022 2.69345 0.62 0.27 3.27
N 0.57484 1.63129 -1.51055 -1.95 -1.60 -1.37
C -0.35672 0.79400 -2.11603 -0.95 4.23 -2.92
C -0.55205 -0.54190 -1.97355 5.53 2.31 3.74
C 0.36677 -1.08811 -1.05199 0.50 -1.18 2.43
C 1.29730 -0.32570 -0.28697 -2.56 0.20 -3.07
C 1.32761 1.04023 -0.63399 2.21 0.72 3.76
H -1.03116 1.39351 -2.92317 1.53 -1.48 2.13
H -1.31119 -1.00391 -2.36879 -3.85 -2.70 -2.28
H 0.32221 -2.12247 -0.61716 -0.32 0.68 -1.15
H 1.79049 -0.83385 0.49949 0.83 0.12 0.57
H 1.96036 1.73754 0.07756 -0.95 -1.26 -1.80
N 3.58715 -2.42299 -4.42357 -0.08 -0.98 -2.38
C 3.87557 -1.88884 -5.63333 0.85 3.67 2.62
C 4.10712 -0.41551 -5.67039 0.85 -3.34 -0.73
C 3.84706 0.33636 -4.56199 -0.70 -0.54 1.70
C 3.42543 -0.26799 -3.33355 -1.13 -0.07 -0.19
C 3.37160 -1.69064 -3.34077 -0.19 3.21 -1.37
H 4.02454 -2.48152 -6.53144 -0.12 -0.25 0.41
H 4.72352 0.02913 -6.47020 -1.05 -0.21 -0.04
H 3.92697 1.39336 -4.69076 0.16 0.63 0.38
H 2.93334 0.32372 -2.44633 1.51 -1.17 -1.89
H 2.92291 -2.17249 -2.53061 -0.10 -0.95 1.44
N -4.55803 -3.10810 -1.88640 -0.44 -1.63 -4.80
C -4.43706 -3.57254 -3.26518 2.81 0.60 3.78
C -3.19137 -4.06307 -3.74720 -0.17 -2.17 0.90
C -2.09414 -4.27149 -2.83663 0.23 1.21 -1.29
C -2.28659 -3.69574 -1.53400 4.92 -2.61 -3.20
C -3.46813 -3.23555 -1.15792 -2.90 2.82 2.69
H -5.27498 -3.51772 -3.90648 -0.87 0.22 -0.27
H -3.12090 -4.64817 -4.70511 -0.29 1.27 0.68
H -1.03243 -4.71323 -3.32472 -3.09 1.29 1.88
H -1.34761 -3.62270 -0.98362 -0.70 -0.07 0.69
H -3.61480 -2.73433 -0.15165 0.56 -0.90 -0.98
C -1.85648 2.13081 1.08110 -1.08 -4.91 0.14
C -2.39572 0.62841 1.05444 0.52 4.61 1.36
C -3.75399 0.40370 1.28766 0.78 5.06 -1.51
C -4.59189 1.58376 1.29678 3.31 0.49 -0.42
C -4.09958 2.91901 1.16645 -0.24 -2.61 1.51
C -2.74848 3.23947 1.26842 2.91 -4.03 -1.71
O -2.31562 4.48763 1.30439 -3.49 1.81 0.00
O -4.25599 -0.78549 1.27076 -3.76 -4.39 -0.16
H -0.74040 1.92548 0.91534 -1.54 1.85 0.48
H -1.61497 -0.12100 1.12669 -0.24 -0.17 -0.42
H -5.59738 1.35956 1.42503 -1.97 0.19 0.00
H -4.78074 3.70480 1.24182 -1.15 1.18 -0.07
H -1.42650 4.70410 1.36184 2.77 -0.34 0.14
H -5.27592 -0.93591 1.06468 3.31 1.22 0.70
C 0.49248 -2.97564 2.44332 -4.27 -0.40 1.53
C -0.64817 -2.55587 3.35277 1.15 -4.96 -3.29
C -1.72494 -3.53127 3.43196 1.47 4.07 0.39
C -1.78742 -4.62472 2.64892 0.51 -3.63 -0.75
C -0.73672 -5.01029 1.78695 1.74 3.39 1.47
C 0.44292 -4.17581 1.68829 -3.12 0.25 1.55
O 1.42830 -4.45210 0.81614 0.38 -1.72 -1.77
O -2.82107 -3.17634 4.17510 -3.33 -11.36 -6.64
H 1.14035 -2.23666 2.12697 1.80 1.27 -0.07
H -0.75132 -1.63766 3.87173 0.39 0.81 0.23
H -2.55964 -5.38914 2.91038 0.32 0.96 -0.71
H -0.69116 -5.82310 1.13828 -0.68 -1.68 -0.68
H 1.21796 -5.27841 0.25568 0.37 1.96 1.50
H -2.59879 -2.51592 4.58756 3.20 11.12 7.17
```
Forces are in eV/Å.

Summary:
E = -2006.485977 a.u.
energy above the lowest of the compared OMol25 structures with the same formula, charge and spin = 0.000 eV
highest occupied orbital energy = -7.8543 eV
SMILES = Oc1ccc(O)cc1.Oc1ccc(O)cc1.c1ccncc1.c1ccncc1.c1ccncc1.c1ccncc1.c1ccncc1